Record 1
C6H10BrN | ωB97M-V/def2-TZVPD

Element x y z (Å)
C  -1.00  2.67  -0.70
C  -0.55  1.61  -0.04
C  -0.28  -0.73  0.32
C  1.97  -0.60  1.17
C  2.36  -2.02  1.56
C  -2.04  0.12  -1.17
N  -0.88  0.24  -0.30
Br  2.93  -0.45  -0.65
H  -0.70  3.64  -0.46
H  -1.78  2.61  -1.49
H  0.16  1.60  0.81
H  -0.53  -1.80  -0.03
H  1.70  -2.37  2.25
H  2.27  -2.78  0.77
H  3.42  -2.05  2.04
H  -2.08  1.07  -1.78
H  -1.96  -0.77  -1.71
H  -3.02  0.01  -0.62

## Properties
**Orbital gap**: 7.53 eV
**Largest force on an atom**: 0.0642 Eh/bohr
**LUMO level**: -0.123 eV
**Multiplicity**: 1
**Energy above the lowest of the compared OMol25 structures with the same formula, charge and spin**: 114.5 kcal/mol

Partial atomic charges computed with the Löwdin method, in multiples of e:
1. C 0.05
2. C -0.14
3. C 0.06
4. C -0.44
5. C -0.35
6. C -0.04
7. N -0.23
8. Br 0.36
9. H 0.05
10. H 0.06
11. H 0.12
12. H 0.09
13. H 0.00
14. H 0.04
15. H 0.11
16. H 0.07
17. H 0.07
18. H 0.12



Record 2
C14H18N2O4S | ωB97M-V/def2-TZVPD

Element x y z (Å)
C  6.05  1.58  -0.51
C  6.13  0.33  0.36
H  7.15  -0.05  0.37
H  5.84  0.55  1.40
O  5.36  -0.74  -0.15
C  4.02  -0.76  0.00
C  3.27  0.18  0.70
C  1.89  0.04  0.79
C  1.27  -1.04  0.19
C  2.00  -1.98  -0.52
C  3.37  -1.84  -0.61
H  3.97  -2.56  -1.15
H  1.48  -2.81  -0.96
S  -0.50  -1.19  0.29
O  -0.87  -2.56  0.16
O  -1.00  -0.45  1.42
N  -0.97  -0.35  -1.13
N  -1.94  0.62  -1.11
C  -3.07  0.42  -0.57
C  -4.05  1.56  -0.62
C  -4.97  1.49  0.59
C  -5.83  0.23  0.50
C  -5.05  -0.97  0.02
O  -5.59  -1.97  -0.39
C  -3.55  -0.83  0.11
H  -3.05  -1.71  -0.31
H  -3.28  -0.77  1.17
H  -6.67  0.38  -0.18
H  -6.26  -0.02  1.47
H  -4.37  1.48  1.50
H  -5.62  2.37  0.63
H  -4.65  1.47  -1.54
H  -3.51  2.50  -0.67
H  -0.15  0.02  -1.61
H  1.29  0.74  1.34
H  3.74  1.02  1.19
H  6.37  1.34  -1.52
H  5.04  1.96  -0.55
H  6.70  2.35  -0.10

## Properties
**SMILES**: CCOc1ccc(S(=O)(=O)N/N=C2/CCCC(=O)C2)cc1
**Orbital gap**: 9.53 eV
**Largest force on an atom**: 0.0196 Eh/bohr
**LUMO level**: 0.527 eV
**Multiplicity**: 1
**Energy above the lowest of the compared OMol25 structures with the same formula, charge and spin**: 75.8 kcal/mol

Partial atomic charges computed with the Löwdin method, in multiples of e:
1. C -0.06
2. C -0.24
3. H 0.13
4. H 0.12
5. O -0.04
6. C -0.26
7. C 0.00
8. C -0.05
9. C -0.30
10. C -0.05
11. C 0.02
12. H 0.12
13. H 0.12
14. S 0.68
15. O -0.29
16. O -0.29
17. N -0.13
18. N 0.04
19. C -0.29
20. C -0.13
21. C -0.19
22. C -0.12
23. C -0.39
24. O 0.11
25. C -0.06
26. H 0.11
27. H 0.13
28. H 0.13
29. H 0.13
30. H 0.12
31. H 0.11
32. H 0.13
33. H 0.12
34. H 0.10
35. H 0.12
36. H 0.11
37. H 0.08
38. H 0.07
39. H 0.08



Record 3
C2H7N3 | ωB97M-V/def2-TZVPD

Element x y z (Å)
C  1.30  0.50  -1.30
N  0.10  -0.23  -0.88
C  -0.30  -0.13  0.45
N  -1.62  0.18  0.60
N  0.43  -0.41  1.48
H  1.53  0.20  -2.32
H  2.14  0.20  -0.68
H  1.16  1.58  -1.21
H  -0.61  -0.26  -1.60
H  -2.32  -0.02  -0.10
H  -1.87  0.13  1.58
H  1.25  0.19  1.48

## Properties
**SMILES**: [H]/N=C(/N)NC
**Orbital gap**: 9.18 eV
**Largest force on an atom**: 0.0408 Eh/bohr
**LUMO level**: 0.871 eV
**Multiplicity**: 1
**Energy above the lowest of the compared OMol25 structures with the same formula, charge and spin**: 20.8 kcal/mol

Partial atomic charges computed with the Löwdin method, in multiples of e:
1. C -0.10
2. N -0.04
3. C -0.60
4. N 0.13
5. N 0.07
6. H 0.08
7. H 0.07
8. H 0.08
9. H 0.11
10. H 0.09
11. H 0.09
12. H 0.02



Record 4
C31H50ClIrN5O3S | ωB97M-V/def2-TZVPD

Element x y z (Å)
Ir  0.18  -0.71  -1.34
C  1.11  0.63  -3.93
C  -0.33  0.15  -4.18
N  -0.63  -1.07  -3.43
C  -0.19  -2.34  -4.02
C  0.24  -3.28  -2.91
N  1.01  -2.57  -1.87
C  2.45  -2.35  -2.19
C  2.65  -1.18  -3.14
N  1.76  -0.05  -2.79
H  1.07  1.70  -3.70
H  1.74  0.52  -4.82
H  -0.52  0.03  -5.25
H  -1.02  0.91  -3.81
H  -1.63  -1.08  -3.23
H  0.61  -2.15  -4.73
H  -0.99  -2.82  -4.59
H  0.81  -4.12  -3.31
H  -0.65  -3.67  -2.43
H  0.99  -3.14  -1.03
H  2.89  -3.25  -2.61
H  2.94  -2.14  -1.24
H  2.46  -1.48  -4.17
H  3.70  -0.89  -3.09
H  2.26  0.64  -2.24
C  -1.30  4.90  -4.81
C  -0.22  4.81  -3.76
C  1.00  5.44  -3.93
C  1.99  5.34  -2.96
Cl  3.51  6.16  -3.20
C  1.78  4.60  -1.82
C  0.56  3.96  -1.63
C  -0.44  4.09  -2.58
O  -1.68  3.52  -2.49
C  -2.06  2.84  -1.30
C  -1.55  1.42  -1.38
O  -0.37  1.19  -0.85
O  -2.17  0.55  -1.98
H  -0.91  5.35  -5.72
H  -2.14  5.50  -4.45
H  -1.70  3.91  -5.04
H  1.19  6.02  -4.83
H  2.57  4.51  -1.08
H  0.41  3.36  -0.75
H  -3.15  2.83  -1.29
H  -1.70  3.35  -0.40
C  2.99  1.00  4.96
C  1.77  0.86  5.87
C  0.76  -0.20  5.42
C  0.02  0.12  4.13
N  0.80  -0.08  2.90
C  0.70  -1.02  1.97
S  1.61  -0.73  0.48
N  0.00  -2.12  2.10
C  -0.54  -2.79  3.29
C  -0.38  -4.30  3.12
C  1.08  -4.75  2.95
C  1.99  -4.29  4.08
H  3.78  1.58  5.46
H  2.77  1.54  4.04
H  3.41  0.03  4.70
H  1.26  1.82  5.96
H  2.11  0.59  6.87
H  0.01  -0.32  6.20
H  1.27  -1.17  5.32
H  -0.28  1.17  4.13
H  -0.90  -0.46  4.04
H  1.45  0.65  2.66
H  -0.07  -2.66  1.25
H  -1.59  -2.54  3.42
H  0.01  -2.45  4.16
H  -0.98  -4.63  2.28
H  -0.80  -4.77  4.01
H  1.47  -4.39  2.00
H  1.08  -5.84  2.91
H  2.14  -3.20  4.07
H  2.98  -4.75  3.99
H  1.59  -4.56  5.06
C  -2.12  -1.51  -0.03
C  -2.91  -0.46  0.55
C  -4.31  -0.46  0.39
C  -5.09  0.53  0.95
C  -4.51  1.56  1.69
C  -3.13  1.58  1.86
C  -2.34  0.58  1.31
H  -2.57  -2.22  -0.71
H  -1.04  -1.45  -0.02
H  -4.77  -1.24  -0.21
H  -6.17  0.51  0.82
H  -5.12  2.35  2.10
H  -2.67  2.38  2.42
H  -1.27  0.61  1.43

## Properties
**Orbital gap (alpha / beta)**: 5.77 / 5.77 eV
**Largest force on an atom**: 0.0361 Eh/bohr
**LUMO level (alpha / beta)**: -2.789 / -2.785 eV
**Multiplicity**: 1
**Charge**: +1
**Energy above the lowest of the compared OMol25 structures with the same formula, charge and spin**: 50.8 kcal/mol

Partial atomic charges computed with the Löwdin method, in multiples of e:
1. Ir 1.05
2. C -0.13
3. C -0.15
4. N -0.14
5. C -0.16
6. C -0.16
7. N -0.22
8. C -0.20
9. C -0.16
10. N -0.13
11. H 0.12
12. H 0.12
13. H 0.13
14. H 0.10
15. H 0.12
16. H 0.11
17. H 0.14
18. H 0.13
19. H 0.13
20. H 0.10
21. H 0.13
22. H 0.06
23. H 0.11
24. H 0.14
25. H 0.12
26. C -0.02
27. C -0.20
28. C -0.06
29. C -0.67
30. Cl 0.66
31. C -0.11
32. C -0.01
33. C -0.23
34. O -0.02
35. C -0.07
36. C -0.60
37. O -0.24
38. O -0.02
39. H 0.08
40. H 0.09
41. H 0.08
42. H 0.11
43. H 0.11
44. H 0.10
45. H 0.14
46. H 0.13
47. C -0.10
48. C -0.25
49. C -0.20
50. C -0.16
51. N 0.04
52. C -0.69
53. S 0.69
54. N 0.04
55. C -0.16
56. C -0.19
57. C -0.25
58. C -0.10
59. H 0.08
60. H 0.06
61. H 0.08
62. H 0.11
63. H 0.11
64. H 0.12
65. H 0.10
66. H 0.13
67. H 0.11
68. H 0.10
69. H 0.10
70. H 0.13
71. H 0.09
72. H 0.12
73. H 0.12
74. H 0.09
75. H 0.11
76. H 0.06
77. H 0.08
78. H 0.08
79. C -0.03
80. C -0.32
81. C -0.04
82. C -0.08
83. C -0.10
84. C -0.09
85. C -0.08
86. H 0.05
87. H -0.10
88. H 0.11
89. H 0.10
90. H 0.10
91. H 0.10
92. H 0.09



Record 5
C4H12S2 | ωB97M-V/def2-TZVPD

Element x y z (Å)
S  -1.87  -0.08  -1.73
C  -0.96  -0.60  -3.21
C  -0.79  0.03  -0.23
H  -1.43  -1.52  -3.58
H  0.10  -0.80  -3.01
H  -1.03  0.17  -4.00
H  -0.38  -0.98  -0.04
H  -1.38  0.34  0.64
H  0.05  0.73  -0.36
S  1.42  -0.41  2.54
C  2.07  0.65  1.24
C  -0.32  -0.05  2.26
H  3.17  0.66  1.29
H  1.70  1.69  1.28
H  1.76  0.20  0.28
H  -0.87  -0.52  3.10
H  -0.63  -0.53  1.32
H  -0.59  1.02  2.22

## Properties
**SMILES**: CSC.CSC
**Orbital gap**: 9.29 eV
**Largest force on an atom**: 0.0645 Eh/bohr
**LUMO level**: 0.853 eV
**Multiplicity**: 1
**Energy above the lowest of the compared OMol25 structures with the same formula, charge and spin**: 53.9 kcal/mol

Partial atomic charges computed with the Löwdin method, in multiples of e:
1. S 0.75
2. C -0.44
3. C -0.48
4. H 0.02
5. H 0.04
6. H 0.03
7. H 0.06
8. H 0.02
9. H 0.04
10. S 0.75
11. C -0.46
12. C -0.49
13. H 0.04
14. H 0.05
15. H 0.01
16. H 0.05
17. H -0.06
18. H 0.06



Record 6
H4O3 | ωB97M-V/def2-TZVPD

Element x y z (Å)
H  -0.83  -0.81  -1.46
H  -0.99  -1.89  -0.38
H  0.49  -0.30  0.95
H  0.27  2.23  0.25
O  -0.26  -1.40  -0.88
O  0.29  0.59  1.12
O  1.03  1.57  0.39

## Properties
**SMILES**: OO.O
**Orbital gap**: 10.52 eV
**Largest force on an atom**: 0.0846 Eh/bohr
**LUMO level**: 0.682 eV
**Multiplicity**: 1
**Energy above the lowest of the compared OMol25 structures with the same formula, charge and spin**: 11.1 kcal/mol

Partial atomic charges computed with the Löwdin method, in multiples of e:
1. H 0.08
2. H 0.07
3. H 0.02
4. H 0.12
5. O -0.10
6. O -0.11
7. O -0.08